# 1
C36H29BrClINPPd as an isolated structure. Source: the Open Molecules 2025 dataset; level of theory: the ωB97M-V functional and the def2-TZVPD basis.

XYZ file:
```
71
Properties=species:S:1:pos:R:3:forces:R:3
Pd 0.4743 1.0887 -0.7546 0.45 0.91 -0.37
I -5.4846 0.8948 0.8405 0.00 0.07 0.04
C -3.8170 1.8782 1.6039 0.13 0.11 0.16
C -3.8082 2.4124 2.8843 -0.10 -0.08 -0.06
C -2.6535 3.0340 3.3358 0.01 -0.04 -0.06
C -1.5583 3.0934 2.4893 -0.05 -0.04 -0.02
N -1.5657 2.5884 1.2570 0.17 0.12 0.09
C -2.6726 1.9975 0.8252 -0.03 -0.20 -0.14
H -4.6817 2.3374 3.5171 -0.02 0.01 0.02
H -2.6012 3.4603 4.3274 -0.03 0.00 0.03
H -0.6325 3.5547 2.8190 -0.02 0.02 -0.04
H -2.6347 1.5838 -0.1773 -0.02 0.02 -0.01
C -3.9719 -2.9578 0.7988 0.03 -0.02 -0.03
C -2.9678 -3.0322 1.7534 -0.08 -0.01 0.00
C -1.7254 -2.4666 1.5056 0.12 -0.03 0.05
C -1.4806 -1.8246 0.2963 -0.11 0.17 0.09
C -2.4975 -1.7423 -0.6546 -0.02 0.05 -0.04
C -3.7345 -2.3134 -0.4080 0.01 -0.05 0.03
P 0.0914 -1.0326 -0.1398 -0.20 -0.58 0.21
C 1.0516 -0.9282 1.3869 0.20 0.01 0.93
C 0.5492 -0.0434 2.3591 -0.04 -0.24 -0.07
C 1.2255 0.1729 3.5466 -0.20 -0.02 -0.08
C 2.4274 -0.4740 3.7804 0.14 -0.03 0.11
C 2.9497 -1.3256 2.8251 0.15 -0.21 0.05
C 2.2734 -1.5620 1.6376 -0.47 0.15 -0.19
C 0.9289 -2.2975 -1.1176 0.18 -0.02 -0.12
C 0.7077 -3.6600 -0.9372 0.03 -0.03 -0.05
C 1.4461 -4.5812 -1.6631 0.01 -0.02 -0.02
C 2.4071 -4.1485 -2.5680 0.00 -0.03 -0.01
C 2.6266 -2.7927 -2.7567 -0.01 0.06 0.02
C 1.8847 -1.8674 -2.0368 -0.01 -0.11 0.05
H -4.9420 -3.3941 0.9966 -0.01 -0.01 0.01
H -3.1538 -3.5287 2.6969 0.01 0.00 0.01
H -0.9476 -2.5254 2.2595 -0.02 0.02 -0.04
H -2.3235 -1.2123 -1.5854 -0.01 -0.02 0.03
H -4.5167 -2.2399 -1.1515 -0.02 0.00 -0.01
H -0.3913 0.4647 2.1786 0.01 0.03 -0.03
H 0.8151 0.8475 4.2873 -0.03 0.01 0.00
H 2.9690 -0.3037 4.7019 0.01 0.01 0.02
H 3.9018 -1.8092 3.0016 -0.05 -0.02 -0.01
H 2.6827 -2.2416 0.9055 0.09 -0.08 -0.09
H -0.0419 -4.0036 -0.2353 -0.01 0.02 0.01
H 1.2708 -5.6394 -1.5221 0.01 -0.02 -0.01
H 2.9819 -4.8707 -3.1323 0.01 -0.02 -0.01
H 3.3711 -2.4527 -3.4639 0.02 -0.01 -0.03
H 2.0378 -0.8020 -2.1695 0.02 0.00 -0.04
Br -3.9811 2.0103 -5.6858 0.11 -0.02 0.13
C -2.6860 1.7807 -4.3058 0.00 0.08 0.06
C -2.4599 2.7970 -3.3920 -0.19 -0.03 -0.27
C -1.5142 2.6209 -2.3946 0.19 0.08 0.31
C -0.7884 1.4354 -2.2548 -0.38 -0.14 -0.42
C -1.0416 0.4395 -3.2060 0.26 -0.05 0.19
C -1.9714 0.5998 -4.2222 -0.14 0.01 -0.18
H -3.0157 3.7217 -3.4651 -0.01 0.03 0.01
H -1.3506 3.4374 -1.6986 -0.02 -0.04 -0.01
H -0.4916 -0.4962 -3.1566 -0.06 0.01 -0.05
H -2.1448 -0.1875 -4.9437 0.03 -0.03 0.01
Cl 5.7533 0.2414 1.9428 0.10 0.07 -0.06
C 4.5290 1.0491 1.0062 -0.05 0.01 0.10
C 3.5629 1.7933 1.6611 0.25 -0.08 -0.01
C 2.5730 2.4165 0.9249 -0.12 -0.08 -0.13
C 2.5422 2.3333 -0.4787 0.47 -0.29 0.34
C 1.4273 2.8497 -1.2264 -0.67 0.61 -0.71
C 3.5417 1.5590 -1.1068 0.05 0.01 0.21
C 4.5257 0.9224 -0.3777 -0.04 0.03 0.07
H 3.5833 1.8747 2.7381 0.02 0.00 -0.01
H 1.8053 2.9826 1.4395 -0.02 0.04 -0.05
H 1.6076 2.9823 -2.2941 -0.06 0.00 0.16
H 0.8992 3.7012 -0.7941 0.09 -0.09 0.02
H 3.5402 1.4706 -2.1844 -0.05 0.02 -0.09
H 5.2851 0.3292 -0.8683 0.01 0.00 0.01
```
Positions in Å, forces in eV/Å.

The calculation puts the gap between HOMO and LUMO at 7.615 eV. The multiplicity is 1. The value obtained for the total energy is -142726.944 eV.

=====

# 2
C28H36AsBrN3O2ReS4 as an isolated structure. Source: the Open Molecules 2025 dataset; level of theory: the ωB97M-V functional and the def2-TZVPD basis.

XYZ file:
```
76
Properties=species:S:1:pos:R:3:forces:R:3
Re -0.6120 -1.8096 0.1468 0.07 -0.60 -0.48
C 6.2041 0.8491 -1.8814 0.02 0.02 -0.01
C 5.1252 1.9305 -1.7678 -0.03 -0.05 -0.01
C 5.1150 2.7511 -3.0626 0.02 0.00 -0.02
C 5.4579 2.8528 -0.5839 0.02 0.01 -0.01
C 3.7539 1.3165 -1.4956 0.05 0.01 0.05
C 3.6397 0.0784 -0.8612 -0.08 0.05 -0.09
C 2.3763 -0.3819 -0.5818 -0.09 0.21 -0.05
Br 2.1121 -2.0869 0.2217 0.06 -0.05 -0.02
C 1.2246 0.3336 -0.8970 -0.13 -0.13 0.09
O 0.0233 -0.2453 -0.5733 -0.06 0.22 0.21
C 1.2930 1.5639 -1.5583 0.26 -0.10 0.06
C 2.5870 2.0080 -1.8277 -0.07 -0.04 -0.01
C 0.0633 2.4016 -1.9209 0.02 -0.04 0.02
C -1.0402 1.5550 -2.5776 0.00 0.01 -0.02
C 0.4319 3.5143 -2.9074 -0.02 0.03 0.00
C -0.4651 3.0556 -0.6361 -0.02 -0.01 0.01
H 7.1448 1.3086 -2.1814 0.01 0.01 0.01
H 5.9485 0.0978 -2.6304 -0.01 0.00 -0.02
H 6.3886 0.3483 -0.9305 0.00 -0.01 0.02
H 6.1310 3.0700 -3.2920 0.01 0.01 0.00
H 4.5130 3.6556 -2.9789 -0.01 0.02 0.00
H 4.7491 2.1674 -3.9085 0.00 -0.03 -0.01
H 6.4308 3.3191 -0.7415 0.02 0.01 0.00
H 5.4981 2.2948 0.3529 0.00 -0.01 0.01
H 4.7161 3.6461 -0.4799 -0.01 0.01 0.00
H 4.5087 -0.5121 -0.6153 0.01 -0.01 0.03
H 2.6945 2.9484 -2.3423 0.02 0.02 0.02
H -0.6485 0.9610 -3.4046 0.02 0.00 -0.01
H -1.8014 2.2223 -2.9831 -0.01 0.00 0.00
H -1.5358 0.8812 -1.8808 0.00 -0.02 0.04
H 0.8967 3.1172 -3.8104 -0.01 -0.01 -0.02
H 1.0995 4.2553 -2.4685 0.01 0.00 0.01
H -0.4759 4.0388 -3.2039 -0.01 0.01 0.00
H -0.7146 2.3102 0.1214 -0.01 -0.02 0.02
H -1.3629 3.6365 -0.8536 -0.02 0.01 -0.01
H 0.2767 3.7273 -0.2034 0.02 0.01 -0.01
S -2.5916 -7.4474 -1.6250 -0.21 -0.18 -0.13
As -1.1471 -6.0817 -1.5094 0.16 0.11 0.28
S -1.8837 -4.1453 -2.3687 -0.28 0.13 -0.16
S -0.3937 -2.8509 -1.9223 0.17 -0.17 0.29
S 0.6788 -5.9949 -0.6643 0.14 0.05 0.00
C -4.5540 -0.9539 -1.0838 0.10 0.06 0.05
C -3.4859 -1.6654 -0.6890 -0.05 0.14 -0.10
N -2.4673 -1.1597 0.1267 -0.10 -0.01 0.11
C -2.7227 0.0869 0.8120 -0.01 0.02 0.10
C -3.8735 0.8944 0.3022 0.05 0.10 0.02
C -4.7031 0.4059 -0.6353 -0.03 -0.12 0.01
C -4.0332 2.1512 0.9954 0.02 -0.09 -0.03
C -3.5606 2.2843 2.2524 -0.01 -0.06 0.06
C -3.2108 1.0941 2.9968 0.01 0.06 0.04
C -3.2738 1.0037 4.3864 0.01 0.00 -0.10
C -3.1029 -0.2303 4.9740 0.00 0.03 0.06
N -2.9249 -1.3575 4.2636 0.00 -0.03 -0.03
C -2.8608 -1.2326 2.9689 0.02 0.01 0.00
N -2.9343 -0.0551 2.3225 -0.10 -0.03 -0.12
H -5.2873 -1.4046 -1.7342 -0.02 0.00 -0.01
H -3.3361 -2.6833 -1.0137 -0.02 0.00 0.02
H -1.8223 0.7141 0.7663 -0.04 -0.04 0.04
H -5.5110 1.0201 -1.0121 -0.03 -0.01 -0.03
H -4.5913 2.9545 0.5306 0.04 0.04 -0.04
H -3.6710 3.2006 2.8130 -0.01 0.01 0.00
H -3.4811 1.8855 4.9746 0.00 0.01 0.01
H -3.1283 -0.3426 6.0507 -0.01 -0.01 0.00
H -2.7430 -2.1063 2.3447 0.04 -0.07 -0.01
C -1.3765 -5.0067 2.6723 0.03 -0.05 0.09
C -0.2145 -4.0939 2.3696 -0.01 0.06 -0.25
C 0.2794 -3.2676 3.5321 0.03 -0.06 0.05
O -0.6758 -3.1644 1.3059 0.10 0.52 -0.01
H -1.0440 -5.7604 3.3866 -0.02 -0.01 0.01
H -1.7223 -5.5244 1.7788 0.03 0.01 -0.02
H -2.2077 -4.4626 3.1230 0.01 0.04 0.01
H 0.5970 -4.6490 1.8947 -0.03 0.04 0.01
H -0.5336 -2.7210 4.0091 -0.06 -0.01 -0.01
H 1.0615 -2.5707 3.2301 0.01 -0.02 -0.03
H 0.7062 -3.9436 4.2733 0.00 0.01 0.02
```
Positions in Å, forces in eV/Å.

The calculation puts the gap between HOMO and LUMO (spin up / spin down) at 6.413 / 6.414 eV. The multiplicity is 1. The value obtained for the total energy is -214523.343 eV. The net charge is +2.

=====

# 3
A 2-piece molecular cluster, C3HClFO2 overall. Source: the Open Molecules 2025 dataset; level of theory: the ωB97M-V functional and the def2-TZVPD basis.

XYZ file:
```
8
Properties=species:S:1:pos:R:3:forces:R:3
C -0.8582 -0.9917 -0.0609 3.07 -2.61 1.12
C 0.3251 -0.4351 0.0177 -0.04 1.92 -0.82
C 0.5201 1.7022 0.0000 3.23 -2.27 1.08
O -0.5692 2.0893 -0.0910 -2.96 1.28 -0.57
O 1.6821 1.9380 0.2067 -0.53 -0.09 -0.44
F -1.1127 -2.3610 0.1417 0.20 0.06 -0.42
Cl 1.7504 -1.3942 -0.0402 0.50 -0.51 0.36
H -1.7376 -0.5475 -0.1740 -3.46 2.22 -0.32
```
Positions in Å, forces in eV/Å.

The calculation puts the gap between HOMO and LUMO at 7.851 eV. The multiplicity is 1. The value obtained for the total energy is -22462.123 eV. The net charge is -1.

=====

# 4
A 6-piece molecular cluster, C43H64Cl4I2N9O3 overall. Source: the Open Molecules 2025 dataset; level of theory: the ωB97M-V functional and the def2-TZVPD basis.

XYZ file:
```
125
Properties=species:S:1:pos:R:3:forces:R:3
C -1.4886 4.5077 1.9167 -0.31 -0.26 0.09
C -0.7479 3.4929 2.7514 0.52 0.13 -0.36
C -0.7051 3.8830 4.1956 0.20 0.02 0.00
N -0.0266 2.4986 2.4168 -0.87 -0.83 0.24
C 0.1241 1.7342 1.1768 0.56 0.47 -0.33
C 0.7119 2.7532 0.0285 0.39 0.30 0.21
I 1.6881 4.4328 1.0963 -0.10 0.71 -0.01
C 1.8331 2.5075 -1.0859 0.05 -0.08 0.27
C 1.8579 1.4931 -2.2374 -0.18 0.19 -0.19
I 3.8688 2.4263 -0.3023 0.39 -0.60 -0.20
N 1.1668 0.7943 1.5189 -0.44 -0.29 0.20
C 1.5290 -0.3167 0.6641 0.08 -0.26 0.25
C 2.3474 -1.3470 1.6009 0.20 0.46 -0.24
Cl 3.6429 -0.2869 2.2702 0.12 -0.05 0.00
C 2.9771 -2.6292 0.9877 0.07 -0.28 0.11
C 2.0872 -3.8838 1.1059 0.13 0.10 -0.07
Cl 4.5277 -3.0678 1.7933 -0.08 0.01 0.14
C 0.2986 -0.7074 -0.2196 -0.42 0.05 0.00
C 0.5548 -1.9579 -1.0361 0.74 0.08 -0.03
C 0.0911 -1.9960 -2.4551 -0.23 -0.08 -0.07
N -0.1867 -3.1078 -2.9828 0.02 0.00 -0.07
N -1.0117 -0.6519 0.6287 0.11 -0.20 0.18
C -0.6566 -1.3748 1.9102 0.13 0.62 0.23
C -2.3138 -1.4354 0.2038 0.09 -0.47 -0.10
Cl -1.9776 -3.1985 0.2743 0.08 -0.14 -0.12
C -3.3283 -1.2813 -0.9758 -0.32 0.23 0.04
C -4.5946 -0.4816 -0.6146 -0.02 -0.14 -0.12
Cl -2.7599 -0.9211 -2.6163 0.14 0.27 -0.01
C -1.2829 0.8726 0.9994 -0.24 0.51 -0.33
C -2.1662 0.8791 2.2920 0.04 0.08 0.14
C -1.7221 0.5999 3.7420 -0.09 -0.21 0.19
O -2.5766 1.3212 4.6172 0.06 0.12 -0.02
C -2.2305 1.6093 0.0220 0.07 0.05 0.23
C -2.0179 1.7889 -1.4484 -0.16 0.28 0.77
O -0.9767 1.6576 -2.0037 0.86 -0.55 -0.85
O -3.1192 2.2935 -2.0141 -0.64 -0.47 -0.02
H -1.0535 5.4764 2.1589 -0.10 0.08 0.06
H -2.5416 4.5411 2.1998 -0.08 0.01 0.04
H -1.4038 4.3907 0.8464 0.01 -0.10 -0.23
H -0.1100 4.7932 4.3002 -0.08 0.05 -0.07
H -1.7049 4.1099 4.5584 -0.06 0.00 0.10
H -0.2408 3.1069 4.7944 -0.07 -0.08 0.07
H -0.0465 3.3854 -0.4177 -0.33 -0.45 -0.31
H 1.8574 3.4741 -1.5816 0.03 0.09 0.09
H 2.8408 1.5482 -2.6966 0.02 0.07 -0.02
H 1.1503 1.7641 -3.0106 -0.34 -0.05 0.01
H 1.7224 0.4561 -1.9724 -0.06 -0.18 0.13
H 1.9553 1.3068 1.8854 0.18 -0.11 0.08
H 2.2911 -0.0459 -0.0744 -0.01 0.06 -0.16
H 1.8074 -1.6318 2.4939 -0.25 -0.02 -0.01
H 3.2995 -2.4697 -0.0361 -0.15 0.18 -0.12
H 1.3017 -3.7652 1.8475 -0.13 0.05 0.06
H 2.6907 -4.7232 1.4312 0.04 -0.04 0.05
H 1.6602 -4.1816 0.1578 -0.19 0.05 -0.17
H 0.1403 0.0827 -0.9450 0.08 0.37 0.12
H 1.6443 -1.9589 -1.1424 0.08 -0.04 0.01
H 0.3155 -2.8892 -0.5636 -0.10 -0.22 0.22
H 0.0779 -1.0500 -2.9980 0.01 0.13 -0.04
H -0.4271 -2.9792 -3.9645 -0.03 -0.03 -0.07
H -0.0714 -0.6833 2.4981 0.09 0.02 0.06
H -1.5507 -1.6439 2.4481 -0.08 -0.27 -0.02
H -0.0585 -2.2279 1.6553 -0.10 -0.34 0.00
H -2.9470 -1.3042 1.0709 0.08 0.21 0.07
H -3.6635 -2.3018 -1.0959 0.05 -0.08 0.12
H -4.7407 0.3890 -1.2414 0.11 0.19 0.00
H -4.6107 -0.1824 0.4302 -0.01 0.04 0.08
H -5.4539 -1.1306 -0.7642 -0.07 0.01 -0.05
H -2.5956 1.8744 2.3422 0.08 0.17 0.01
H -3.0465 0.2621 2.0923 0.03 -0.10 -0.06
H -1.7897 -0.4542 3.9985 -0.03 -0.13 -0.02
H -0.7089 0.9249 3.9440 0.07 0.13 -0.11
H -3.4289 0.8766 4.6417 -0.12 -0.04 0.04
H -2.1615 2.6333 0.3686 -0.03 0.40 0.19
H -3.2742 1.3844 0.2081 0.02 -0.28 -0.03
H -3.1993 1.9463 -2.9141 0.22 0.43 -0.28
N 0.6822 -4.2306 -6.2964 0.07 0.00 0.11
C 1.4076 -4.2904 -7.4551 -0.08 0.07 -0.02
C 0.5249 -4.2730 -8.5014 -0.03 0.02 0.02
C -0.7846 -4.2089 -7.9488 -0.03 0.08 -0.08
C -0.6544 -4.1877 -6.5859 0.03 0.10 0.02
H 1.0738 -4.2364 -5.3728 0.02 -0.10 0.03
H 2.4825 -4.3340 -7.4383 0.01 -0.01 0.00
H 0.7845 -4.3042 -9.5455 0.00 -0.02 -0.02
H -1.7158 -4.1880 -8.4902 0.00 -0.05 -0.03
H -1.3975 -4.1512 -5.8072 -0.02 -0.07 0.00
N -2.0960 -0.9551 -8.9778 0.02 -0.04 0.06
C -3.3237 -1.4363 -9.3411 0.02 0.02 0.03
C -3.9573 -0.4653 -10.0691 0.00 0.04 -0.01
C -3.0736 0.6458 -10.1508 -0.04 -0.01 0.00
C -1.9346 0.3112 -9.4690 0.01 -0.01 0.04
H -1.4185 -1.4644 -8.4383 0.04 -0.06 -0.05
H -3.6411 -2.4244 -9.0562 -0.01 -0.01 0.00
H -4.9407 -0.5430 -10.5004 -0.01 0.00 -0.01
H -3.2532 1.5792 -10.6565 0.00 0.01 -0.01
H -1.0271 0.8633 -9.2968 0.02 0.01 -0.01
N 1.1794 7.2741 4.6673 -0.03 -0.06 -0.03
C 0.7924 6.7073 5.8530 0.01 0.04 0.01
C 0.1640 7.6731 6.5912 -0.01 0.02 -0.02
C 0.1749 8.8694 5.8219 -0.02 -0.02 0.02
C 0.8090 8.5915 4.6418 -0.04 -0.02 0.00
H 1.6672 6.7980 3.9328 0.10 0.00 -0.02
H 1.0011 5.6742 6.0716 0.05 0.02 0.05
H -0.2515 7.5417 7.5757 0.00 0.00 0.02
H -0.2325 9.8242 6.1067 0.00 0.01 0.01
H 1.0261 9.2151 3.7923 0.01 0.02 0.00
N 8.0197 -4.1836 -0.6697 0.00 0.02 0.00
C 9.3494 -4.3315 -0.9583 -0.03 0.00 0.01
C 10.0603 -3.6319 -0.0221 -0.01 0.02 0.03
C 9.1216 -3.0387 0.8663 0.03 0.02 0.00
C 7.8705 -3.3961 0.4410 0.03 -0.02 -0.02
H 7.2702 -4.5930 -1.1929 -0.03 -0.03 -0.01
H 9.6752 -4.9207 -1.7975 0.01 -0.01 -0.01
H 11.1330 -3.5543 0.0235 0.01 0.00 0.00
H 9.3422 -2.4209 1.7202 0.01 0.01 0.01
H 6.8954 -3.1610 0.8329 0.13 -0.01 -0.08
N -3.4097 -0.9480 6.9191 -0.02 0.15 -0.09
C -4.5504 -1.5062 7.4281 0.04 -0.04 -0.05
C -4.4265 -2.8661 7.3356 0.02 -0.03 -0.02
C -3.1589 -3.1396 6.7517 -0.04 -0.01 -0.01
C -2.5534 -1.9355 6.5090 -0.05 0.02 -0.08
H -3.2180 0.0361 6.8689 0.09 0.02 0.10
H -5.3473 -0.8937 7.8123 -0.01 0.00 0.02
H -5.1581 -3.5872 7.6573 -0.01 -0.01 0.01
H -2.7378 -4.1095 6.5478 0.01 -0.02 0.01
H -1.5877 -1.6979 6.0960 0.04 0.00 0.07
```
Positions in Å, forces in eV/Å.

The calculation puts the gap between HOMO and LUMO at 6.927 eV. The multiplicity is 1. The value obtained for the total energy is -131461.029 eV. The net charge is +1.

=====

- Number 3 is which compound?
  C3HClFO2